(1)
The following is a quantum chemistry calculation of a structure of composition C9H23BrNO6Sr at a distorted geometry, from the Open Molecules 2025 dataset.

Properties
- Molar mass: 408.81 g mol⁻¹
- Kohn-Sham gap: 7.943 eV
- Net charge: +1
- LUMO: -3.673 eV
- Energy: -94352.2131 eV

Last column: Löwdin charge in e.
Element x y z (Å)
Sr1 25.300341 26.961133 3.370848  1.421
Br1 27.785193 28.398289 2.679073  -0.160
C1 31.155521 30.409304 2.565559  0.037
N1 32.233160 30.420739 3.610210  -0.454
O1 33.046959 31.321645 3.564263  0.063
O2 32.262122 29.498852 4.393542  0.059
H1 30.813001 31.436658 2.490265  0.096
H2 30.361071 29.775703 2.935521  0.012
H3 31.559616 30.058451 1.624475  0.102
C2 23.243865 29.595309 2.412146  -0.052
O3 24.410184 29.162661 3.115747  -0.436
C3 24.795322 30.057444 4.177794  -0.181
C4 24.228424 29.576308 5.481806  -0.176
O4 24.417124 28.164203 5.645754  -0.295
C5 23.953615 27.762591 6.918543  -0.074
H4 22.392692 29.706913 3.086647  0.103
H5 23.005109 28.846777 1.656955  0.097
H6 23.447171 30.535766 1.899482  0.110
H7 24.331677 31.032061 4.016376  0.142
H8 25.880477 30.141244 4.154673  0.092
H9 23.149363 29.771945 5.487885  0.136
H10 24.707571 30.109927 6.305807  0.147
H11 24.525772 28.260647 7.706565  0.103
H12 24.114956 26.690080 7.009127  0.084
H13 22.891476 27.988645 7.030325  0.105
C6 25.007188 23.479715 3.555465  -0.065
O5 25.654856 24.594761 4.179490  -0.354
C7 25.770860 24.427036 5.605700  -0.164
C8 26.924508 25.283880 6.064172  -0.186
O6 26.744719 26.574231 5.536110  -0.347
C9 27.459063 27.592258 6.234845  -0.073
H14 23.993317 23.326637 3.939540  0.104
H15 25.575295 22.562021 3.717345  0.106
H16 24.954675 23.660573 2.481281  0.096
H17 25.966665 23.376464 5.825518  0.140
H18 24.822854 24.716579 6.069051  0.125
H19 27.865519 24.847274 5.708005  0.150
H20 26.956462 25.290410 7.159623  0.146
H21 27.579706 28.429893 5.552443  0.040
H22 28.444094 27.224082 6.518464  0.109
H23 26.897776 27.896380 7.121420  0.092

Force components x, y, z for each atom (eV/Å):
1.40 0.13 0.53
-0.56 -0.33 0.05
-0.26 0.43 0.68
0.42 -0.06 -0.67
-0.26 -0.02 0.03
-0.15 -0.15 0.27
0.05 0.01 -0.22
-0.02 -0.20 -0.11
0.20 -0.04 0.02
-0.04 0.05 -0.16
-0.51 0.63 0.01
-0.19 0.01 -0.20
-0.32 -0.40 0.11
0.14 0.52 -0.62
0.14 -0.32 0.28
0.01 0.02 -0.01
0.02 -0.04 0.03
-0.02 0.02 0.05
0.33 0.14 -0.24
0.02 -0.12 -0.01
0.03 0.04 0.23
-0.08 0.06 0.06
-0.10 0.03 0.00
-0.06 0.01 -0.01
-0.02 -0.01 0.06
-0.09 -0.21 -0.05
-0.37 -0.40 -0.06
0.14 0.03 -0.25
0.11 -0.51 0.13
-0.33 0.09 -0.18
0.06 0.08 -0.03
0.06 0.12 0.06
0.07 0.08 0.01
0.07 0.08 0.05
0.01 0.01 0.08
0.02 -0.01 0.06
-0.01 0.13 -0.02
-0.07 0.08 -0.03
0.02 -0.02 0.00
0.06 0.06 0.02
0.06 -0.05 0.06

=====

(2)
The following is a quantum chemistry calculation of a structure of composition C9H23F5NO2P2SSi2 at a distorted geometry, from the Open Molecules 2025 dataset.

Properties
- Molar mass: 422.46 g mol⁻¹
- Kohn-Sham gap: 5.114 eV
- Net charge: +1
- LUMO: -4.439 eV
- Energy: -74037.2014 eV

Last column: natural (NBO) charge in e.
Element x y z (Å)
C1 2.763419 1.605061 0.572688  -0.631
C2 1.159604 1.464073 0.122982  -0.702
P1 1.011329 2.081163 -1.677889  0.341
C3 1.215133 0.629188 -2.950064  -0.910
Si1 -1.050999 2.835295 -2.109216  1.044
O1 -2.210065 1.515395 -2.101461  -1.207
Si2 -3.219529 1.513748 -0.663981  1.575
C4 -2.280692 1.261948 0.998057  -1.166
C5 -4.472960 0.042413 -0.858584  0.275
F1 -5.357728 0.376885 -2.024813  -0.339
F2 -5.376792 -0.103781 0.318081  -0.337
C6 -3.772268 -1.400793 -1.195406  0.933
F3 -4.898373 -2.336511 -1.569571  -0.329
F4 -2.861742 -1.390464 -2.373935  -0.313
F5 -3.082734 -2.012962 -0.008119  -0.342
P2 -0.951119 3.535041 -4.235017  0.348
S1 0.913444 4.095771 -4.549909  -0.594
H1 3.065718 2.723707 0.742925  0.234
H2 3.384100 1.233094 -0.366236  0.211
H3 3.023624 0.904092 1.475608  0.212
H4 0.913889 0.299920 0.173344  0.202
H5 0.474648 2.097163 0.850512  0.236
H6 2.163821 0.816982 -3.611626  0.263
H7 0.271496 0.637748 -3.680906  0.239
H8 1.217020 -0.387925 -2.370967  0.225
H9 -1.417564 3.989360 -1.300754  -0.153
H10 -4.055278 2.726161 -0.516037  -0.166
H11 -1.656303 2.208681 1.306444  0.257
H12 -3.106652 1.053641 1.832267  0.274
H13 -1.562746 0.338020 0.993771  0.251
H14 -1.172154 2.345864 -5.055690  0.028
H15 -1.873258 4.606980 -4.514874  0.039
C7 1.226120 -2.156854 4.023946  -0.735
C8 2.420330 -2.251399 3.125415  0.684
O2 2.853467 -1.358778 2.423510  -0.451
N1 3.187863 -3.441003 3.073343  -0.568
C9 3.303428 -4.012915 1.709593  -0.423
H16 0.909900 -1.112939 4.101494  0.291
H17 0.408830 -2.753822 3.613765  0.273
H18 1.487915 -2.516325 5.022751  0.254
H19 2.862191 -4.119405 3.763630  0.448
H20 4.133684 -3.112197 3.296460  0.469
H21 2.300737 -4.252358 1.347416  0.243
H22 3.902458 -4.923191 1.791009  0.248
H23 3.804786 -3.293771 1.056044  0.267

Force components x, y, z for each atom (eV/Å):
-0.19 -0.25 -1.16
0.63 -1.07 1.12
0.81 0.18 -0.24
-0.91 -0.43 -0.55
-0.45 -2.39 -0.28
-0.91 1.71 2.75
1.39 -0.12 -0.51
0.25 -0.47 1.16
-2.26 -0.65 -0.74
2.38 -1.22 3.13
2.66 0.12 -3.28
-1.25 -3.32 -1.15
4.01 2.82 1.33
-2.95 0.11 4.49
-2.03 2.25 -4.09
1.26 -0.12 -1.04
-0.21 0.13 0.09
-0.67 -2.24 -0.16
-1.11 0.73 2.01
-0.59 1.62 -1.66
0.18 2.45 0.13
1.40 -1.48 -1.57
-1.81 -0.48 1.52
2.09 -0.18 1.61
0.15 1.81 -1.28
-0.25 0.19 0.43
0.10 -0.15 -0.27
-1.34 -1.81 -0.59
1.74 0.56 -1.73
-1.31 1.72 -0.07
-0.72 1.02 0.55
-0.06 -0.99 0.04
0.33 -0.06 0.01
-0.99 4.66 -1.30
-0.81 -1.39 1.14
1.42 -1.52 0.58
-0.07 -0.84 -0.91
0.15 -0.24 -0.19
-0.03 -0.10 0.11
-0.16 -0.13 -0.02
0.24 -0.23 -0.03
0.08 -0.36 0.46
0.22 0.06 -0.02
-0.14 0.14 -0.08
-0.26 -0.07 0.27

=====

(3)
The following is a quantum chemistry calculation of a cluster of 2 separate species, C9H23F6N2P in total at a distorted geometry, from the Open Molecules 2025 dataset.

Properties
- Molar mass: 304.26 g mol⁻¹
- Relative energy (zero: lowest compared OMol25 entry of this formula, charge and spin): 0.0 kJ/mol
- Kohn-Sham gap: 10.596 eV
- LUMO: -0.090 eV
- Energy: -38283.8858 eV

Last column: natural (NBO) charge in e.
Element x y z (Å)
C1 1.796745 -1.282381 2.053977  -0.636
C2 1.397672 -1.472401 0.606619  -0.229
N1 0.055673 -0.849479 0.300976  -0.359
C3 -0.531683 -1.458909 -0.937659  -0.211
C4 -2.032122 -1.309072 -1.035986  -0.442
C5 -2.803747 -2.296830 -0.160675  -0.226
N2 -3.166978 -1.757085 1.152412  -0.864
C6 0.276323 0.628578 0.126469  -0.242
C7 -0.857894 1.639572 0.229906  -0.231
C8 -0.042414 2.950179 0.274680  -0.595
C9 -1.873193 1.457899 1.357826  -0.625
H1 2.859897 -1.491130 2.157168  0.249
H2 1.636681 -0.262289 2.398141  0.222
H3 1.251178 -1.959414 2.712984  0.206
H4 2.110268 -1.013665 -0.079696  0.282
H5 1.326650 -2.531560 0.369853  0.205
H6 -0.553039 -1.063858 1.094271  0.427
H7 -0.286018 -2.521330 -0.938272  0.206
H8 0.003688 -1.010213 -1.774115  0.253
H9 -2.349967 -0.292501 -0.809290  0.229
H10 -2.296167 -1.491047 -2.078778  0.234
H11 -2.224224 -3.210358 -0.016256  0.184
H12 -3.695131 -2.584832 -0.721802  0.194
H13 -2.985749 -2.411292 1.898769  0.366
H14 -4.148983 -1.532193 1.202968  0.372
H15 1.069726 0.908808 0.807465  0.237
H16 0.703349 0.686763 -0.861886  0.269
H17 -1.393670 1.661434 -0.722340  0.201
H18 0.550919 2.907192 -0.637879  0.240
H19 -0.675254 3.837561 0.257397  0.214
H20 0.577575 3.013147 1.167145  0.206
H21 -1.652238 0.621134 2.020809  0.198
H22 -1.884196 2.351122 1.986083  0.221
H23 -2.887335 1.322871 0.986283  0.219
F1 2.028121 1.802346 -3.089039  -0.590
P1 3.276387 1.421366 -2.075479  2.595
F2 4.819223 1.410801 -1.532266  -0.578
F3 3.431624 3.056890 -2.019156  -0.582
F4 3.915802 0.607615 -3.339980  -0.576
F5 2.402082 -0.036888 -1.874903  -0.632
F6 2.850420 1.553450 -0.456742  -0.612

Force components x, y, z for each atom (eV/Å):
-0.07 -0.02 0.08
0.26 -0.01 -0.03
0.10 -0.40 0.01
0.13 0.00 -0.14
-0.05 -0.05 -0.08
-0.44 -0.03 -0.06
0.34 0.03 0.13
-0.21 -0.06 -0.01
0.05 0.15 -0.07
-0.75 -0.17 -0.32
0.19 0.35 0.39
0.00 -0.04 0.02
0.04 0.05 0.00
-0.03 0.01 0.04
-0.12 -0.01 0.02
-0.05 -0.03 -0.02
-0.24 0.26 -0.06
0.06 0.01 0.09
-0.02 0.07 0.04
-0.03 0.01 -0.01
0.05 0.00 -0.04
0.07 -0.04 -0.10
-0.06 -0.12 0.10
-0.04 -0.14 -0.01
-0.03 0.16 -0.01
-0.03 -0.10 0.19
0.21 0.13 -0.10
0.00 -0.08 0.01
0.42 0.57 0.23
-0.11 -0.07 -0.11
0.18 -0.11 -0.07
-0.03 -0.09 -0.01
-0.03 -0.02 0.02
0.03 -0.13 -0.02
-0.28 -0.12 1.07
0.13 0.33 -0.08
-0.54 -1.09 0.28
0.36 -0.52 -0.82
0.12 1.23 -0.13
0.85 -0.19 0.38
-0.47 0.25 -0.77

=====

(4)
The following is a quantum chemistry calculation of a structure of composition C9H23IrNO5PTe, from the Open Molecules 2025 dataset.

Properties
- Molar mass: 576.08 g mol⁻¹
- Relative energy (zero: lowest compared OMol25 entry of this formula, charge and spin): 0.0 kJ/mol
- Kohn-Sham gap (alpha / beta): 6.746 / 6.748 eV
- LUMO (alpha / beta): 0.114 / 0.115 eV
- Energy: -40856.0653 eV

Last column: natural (NBO) charge in e.
Element x y z (Å)
Ir1 1.940303 -0.063963 -1.674521  0.240
C1 2.514090 1.368003 2.564555  -0.630
C2 1.801644 2.063544 1.427483  -0.066
O1 0.663111 1.287424 1.028901  -0.864
P1 0.380695 0.567772 -0.378360  2.029
O2 -0.719451 1.471064 -1.098939  -0.833
C3 -1.782398 2.105001 -0.361783  -0.063
C4 -1.444900 3.553267 -0.089147  -0.629
O3 -0.609125 -0.593527 0.195711  -0.860
C5 -0.137832 -1.390796 1.290822  -0.065
C6 -1.082021 -1.241263 2.460986  -0.628
H1 3.317301 2.000726 2.942673  0.222
H2 2.956743 0.435298 2.220357  0.213
H3 1.828289 1.153205 3.383832  0.208
H4 2.457533 2.210301 0.566672  0.220
H5 1.406803 3.034442 1.730905  0.179
H6 -1.971096 1.549648 0.559034  0.183
H7 -2.663974 2.022950 -0.999520  0.184
H8 -0.654049 3.641358 0.652913  0.211
H9 -2.327728 4.072641 0.285082  0.212
H10 -1.118968 4.042011 -1.005683  0.226
H11 0.873894 -1.092477 1.564474  0.196
H12 -0.083600 -2.425143 0.943870  0.179
H13 -1.130316 -0.198541 2.772731  0.218
H14 -0.734415 -1.838689 3.304212  0.216
H15 -2.086400 -1.573511 2.197345  0.205
C7 2.845502 -1.428188 -0.396214  -0.826
H16 3.773066 -1.694538 -0.915220  0.200
H17 2.247385 -2.335520 -0.293142  0.193
H18 3.116470 -1.058364 0.592160  0.183
N1 -2.887534 -2.073090 -2.204901  -0.857
C8 -1.614475 -2.751123 -2.017535  -0.342
C9 -0.493500 -1.886728 -2.571364  0.822
O4 -0.873359 -0.997265 -3.470168  -0.639
O5 0.666748 -2.008017 -2.230743  -0.635
H19 -3.660799 -2.721088 -2.260682  0.381
H20 -1.853543 -1.049750 -3.509990  0.514
H21 -3.063947 -1.434238 -1.437709  0.381
H22 -1.603686 -3.680657 -2.592684  0.230
H23 -1.362752 -2.996051 -0.986993  0.216
Te1 3.170291 1.953871 -2.189421  -0.524

Force components x, y, z for each atom (eV/Å):
-0.21 -0.41 0.21
0.00 0.06 -0.06
0.10 0.09 -0.14
-0.17 -0.21 -0.22
-0.25 0.12 0.21
0.23 -0.05 0.06
-0.03 -0.04 -0.02
-0.06 0.00 0.00
0.12 0.19 -0.17
0.00 -0.22 0.05
0.03 -0.01 0.01
0.01 0.02 0.00
0.01 -0.06 0.00
-0.03 0.01 0.02
0.03 0.01 0.06
0.06 0.00 0.02
-0.02 0.04 0.00
0.02 0.01 0.02
0.04 -0.01 0.00
-0.02 0.02 0.03
0.00 0.00 -0.03
-0.01 0.00 0.03
-0.03 -0.01 0.01
0.01 0.03 0.01
0.01 -0.02 0.02
-0.02 0.00 -0.02
0.04 0.21 -0.28
-0.01 0.00 0.05
-0.11 0.03 -0.03
-0.05 0.07 -0.02
-0.10 0.02 0.06
0.18 -0.08 -0.08
0.03 0.20 -0.28
0.06 -0.09 0.18
-0.04 -0.07 0.18
0.02 0.01 -0.02
0.02 0.01 0.05
-0.01 -0.01 -0.02
-0.01 0.03 0.03
0.01 0.01 0.05
0.11 0.10 0.04